1.
Density functional theory data (ωB97M-V/def2-TZVPD) for a 11-piece molecular cluster, C28H72N4O12S6 overall.

```
122
Properties=species:S:1:pos:R:3:forces:R:3
C -5.9186 0.1303 1.3677 -0.1 -0.1 -1.1
S -4.7226 0.8651 2.5391 0.1 -0.6 -1.0
O -3.7346 -0.2099 2.8691 -0.3 -0.2 0.3
C -3.8240 1.8643 1.3283 0.0 0.2 -0.6
H -6.8174 -0.3472 1.7545 0.1 0.4 0.7
H -5.4759 -0.6492 0.7378 0.6 0.1 0.3
H -6.2041 0.8948 0.6398 -0.2 0.2 0.3
H -4.2893 2.8381 1.1876 0.0 0.0 0.3
H -3.7147 1.4205 0.3345 -0.3 -0.5 0.2
H -2.8110 1.9723 1.7089 -0.1 0.2 0.3
C 6.4895 -0.7787 0.3366 0.3 0.5 1.0
S 5.8997 -1.0962 -1.3116 0.4 -1.3 0.1
O 6.5806 -2.4003 -1.6801 -0.5 1.1 0.0
C 4.1996 -1.5722 -0.9205 0.0 -0.6 -0.6
H 7.5528 -0.5343 0.3548 0.1 -0.4 -0.6
H 6.3226 -1.6595 0.9557 0.0 0.0 0.0
H 6.0616 0.1005 0.8291 -0.6 -0.1 -0.3
H 4.1420 -2.3102 -0.1227 0.2 0.4 0.4
H 3.9084 -2.1852 -1.7790 0.0 0.4 -0.3
H 3.4989 -0.7451 -0.8286 0.1 0.1 0.2
C -2.3817 1.4882 4.9724 -0.2 0.9 0.5
S -1.6131 2.9762 4.2351 -0.6 1.3 0.1
O -2.6425 3.8922 3.6125 0.2 -1.0 0.0
C -1.1934 3.9010 5.7702 0.5 -1.4 -0.2
H -3.4680 1.5641 5.0273 0.0 0.3 -0.3
H -2.0622 1.4972 6.0155 0.4 -0.6 -0.1
H -2.1216 0.6264 4.3717 0.1 -0.1 0.2
H -1.8493 3.5947 6.5819 -0.3 0.4 -0.1
H -1.2122 4.9516 5.5109 -0.1 0.0 0.0
H -0.1869 3.5740 6.0440 0.0 0.2 0.0
C -2.2496 -6.5812 5.0805 0.3 -0.7 -0.4
S -1.7663 -6.3796 3.3108 -1.0 -0.3 0.5
O -2.7669 -7.1813 2.5250 0.6 0.6 0.4
C -2.1813 -4.6191 3.1996 0.3 -0.1 -1.1
H -1.8666 -5.8025 5.7343 0.1 0.1 -0.1
H -1.7944 -7.5386 5.3405 0.0 0.1 0.2
H -3.3257 -6.7031 5.1938 -0.1 0.3 -0.3
H -3.1680 -4.4744 2.7596 -0.3 -0.2 0.6
H -1.5249 -4.2010 2.4312 0.3 0.0 0.3
H -2.0084 -4.1641 4.1663 -0.2 0.3 0.0
C -0.1338 2.5789 -5.3942 0.4 0.5 0.1
S -0.5008 4.3193 -4.9676 -1.0 -0.8 -0.1
O -1.6592 4.2082 -3.9905 1.3 0.3 -0.6
C 1.0434 4.5823 -4.0607 -0.8 0.3 0.5
H 0.9141 2.4760 -5.6772 0.0 0.0 0.1
H -0.7324 2.2404 -6.2342 -0.3 0.1 0.2
H -0.3141 2.0422 -4.4639 -0.1 -0.2 -0.2
H 1.9089 4.3946 -4.6886 0.0 -0.2 0.0
H 0.9446 3.9406 -3.1845 0.4 0.0 -0.1
H 1.0467 5.6263 -3.7493 0.0 0.0 0.1
C -4.5591 5.6677 1.0200 -0.8 -0.3 -0.5
S -3.9956 6.6105 -0.4423 1.2 0.4 1.4
O -3.2420 7.7636 0.1742 -0.3 -0.6 -0.8
C -2.7606 5.3018 -0.9754 -1.8 0.0 0.1
H -4.9292 4.7208 0.6148 0.2 -0.1 0.2
H -5.4276 6.1034 1.5153 0.1 0.5 -0.3
H -3.7878 5.5530 1.7797 0.3 -0.1 -0.3
H -1.8193 5.7211 -1.3064 0.1 0.1 0.4
H -3.2275 4.7927 -1.8207 0.1 0.1 -0.1
H -2.7789 4.5966 -0.1484 0.9 0.0 0.0
C 2.6626 1.6023 -2.8427 0.8 0.1 1.0
O 1.7722 0.8915 -3.2434 -0.2 -0.2 -0.6
N 3.9968 1.4899 -3.0550 0.1 -0.2 -0.1
C 4.9183 2.4576 -2.5070 -0.9 1.1 0.3
C 4.5469 0.5715 -4.0111 0.3 -0.8 -0.6
H 2.4885 2.4211 -2.1212 -0.2 0.0 -0.1
H 5.8657 1.9870 -2.2663 0.1 0.1 -0.3
H 4.5244 2.9037 -1.5863 -0.1 -0.4 0.1
H 4.9669 3.3345 -3.1657 0.8 -0.3 -0.2
H 4.7587 1.0168 -4.9914 -0.6 0.1 0.0
H 5.5251 0.1822 -3.7260 -0.1 0.2 0.5
H 3.8897 -0.2949 -4.0880 -0.1 0.2 -0.3
C -4.7711 -1.9269 -3.1592 -0.4 0.4 0.0
O -5.5133 -1.8865 -2.1999 0.0 -0.1 0.3
N -3.4372 -1.7640 -3.1176 0.3 0.2 0.3
C -2.6309 -1.7678 -4.3109 0.1 -0.9 -0.4
C -2.7315 -1.6475 -1.8470 0.5 -0.2 -0.9
H -5.1753 -2.0529 -4.1737 0.1 -0.1 -0.2
H -1.8991 -2.5821 -4.2683 0.1 0.0 0.1
H -2.0719 -0.8516 -4.5067 -0.2 0.2 0.3
H -3.2633 -2.0019 -5.1677 0.0 0.2 0.0
H -2.2835 -2.6122 -1.5875 -0.3 -0.1 0.2
H -1.8761 -0.9982 -2.0468 -0.1 0.3 0.4
H -3.3714 -1.2846 -1.0519 -0.1 0.0 -0.1
C 2.0986 -4.7995 -0.8098 -0.7 0.4 -0.1
O 1.9763 -4.0402 0.1257 0.2 0.2 0.5
N 1.7398 -4.4770 -2.0754 0.3 -0.5 -0.5
C 1.6884 -5.4739 -3.1232 0.0 -0.1 0.0
C 1.1248 -3.2269 -2.4346 -0.8 0.4 0.2
H 2.4416 -5.8321 -0.6701 0.2 -0.1 -0.3
H 0.6280 -5.5922 -3.3700 0.2 -0.5 -0.2
H 2.1644 -6.4019 -2.8049 -0.4 -0.1 0.2
H 2.2287 -5.1986 -4.0345 -0.1 0.4 0.1
H 1.6170 -2.8182 -3.3183 0.3 0.4 0.3
H 0.0712 -3.3225 -2.7421 0.1 -0.7 -0.1
H 1.0234 -2.5592 -1.5777 0.8 0.1 -0.1
C 4.7194 -1.2499 3.5747 -0.4 -0.6 1.0
O 5.5743 -2.0794 3.3241 -0.1 0.3 -0.5
N 3.4039 -1.3342 3.2924 0.5 0.7 -0.2
C 2.4604 -0.3947 3.8953 0.1 -0.9 -0.7
C 2.8349 -2.3903 2.4815 -0.8 -0.6 1.2
H 4.8957 -0.3781 4.2305 0.4 0.1 -0.2
H 2.0294 0.1710 3.0663 -0.3 0.3 0.4
H 2.9266 0.2352 4.6466 0.2 0.1 -0.2
H 1.7078 -1.0016 4.4069 -0.3 0.3 -0.1
H 1.9272 -2.0506 1.9880 0.4 0.2 -0.5
H 3.5328 -2.8646 1.8081 0.1 0.2 0.0
H 2.4680 -3.1525 3.1845 0.2 -0.3 -0.2
O 0.9862 -0.7692 0.2220 0.5 0.8 0.3
C 0.0308 -0.2345 0.7369 -0.6 -2.4 -1.3
O -0.1946 1.0663 0.8092 0.0 0.6 0.7
C 0.8435 1.9573 0.4457 0.9 1.5 -0.7
C 0.3184 3.0069 -0.5361 -0.8 -0.3 0.5
C -1.1541 -1.0722 1.1780 0.7 0.6 0.7
H 1.7114 1.4770 -0.0044 -0.3 -0.6 0.0
H 1.2331 2.4953 1.3129 -0.3 -0.4 0.4
H 1.1359 3.4218 -1.1200 -0.1 0.0 -0.1
H -0.2006 3.8237 -0.0326 0.1 0.0 0.1
H -0.4479 2.5350 -1.1547 0.3 0.1 -0.4
H -1.4120 -1.8235 0.4375 -0.2 0.5 -0.4
H -1.9321 -0.3839 1.4910 -0.5 -0.6 0.0
H -0.8424 -1.7136 2.0073 0.0 0.4 0.3
```
Positions in Å, forces in eV/Å.

Calculated values
**Multiplicity**: 1
**Charge**: 0
**LUMO energy**: 0.00280 hartree

---

2.
Density functional theory data (ωB97M-V/def2-TZVPD) for a 8-piece molecular cluster, C28H72O5 overall.

```
105
Properties=species:S:1:pos:R:3:forces:R:3
C 5.4828 -2.7519 -1.5328 -0.6 0.1 0.1
C 4.5738 -2.0349 -0.4678 0.0 -1.2 0.5
C 3.8668 -0.7939 -0.9298 1.5 2.4 -2.2
C 3.0288 -0.0649 0.1932 0.8 -1.3 -0.6
C 2.1548 1.0691 -0.2558 1.7 0.4 -2.2
C 2.9968 2.2591 -0.9628 -0.8 -1.0 3.9
H 6.2568 -2.0169 -1.9558 -1.3 -1.0 0.2
H 4.7328 -3.2329 -2.3878 2.4 1.1 2.2
H 6.0948 -3.4879 -0.9048 -1.0 0.4 -1.5
H 5.1458 -1.6899 0.4172 0.2 -0.4 -0.4
H 3.8938 -2.8109 -0.0308 0.2 0.6 -0.5
H 3.4958 -0.8719 -2.0938 -0.1 0.1 3.1
H 4.7908 -0.0829 -1.1208 -1.7 -0.9 0.2
H 3.6178 -0.0169 1.0972 1.7 1.8 -0.1
H 2.4778 -0.7289 0.8022 -2.1 -1.9 -0.5
H 1.4948 1.4141 0.4952 -0.5 0.6 1.0
H 1.5198 0.5831 -0.9938 -0.3 0.3 -0.3
H 3.5078 1.8761 -1.8358 0.3 0.3 0.0
H 3.6478 2.6201 -0.0478 -0.6 -0.5 -2.3
H 2.2788 3.0441 -1.1638 0.1 0.3 -0.4
C -1.6362 1.1951 -1.6018 -2.0 -0.6 -3.9
C -2.4642 -0.0939 -2.1498 -1.7 5.2 1.7
C -3.9042 -0.0419 -1.6188 1.4 1.6 -3.6
C -4.8632 -1.0469 -2.0568 0.6 -2.0 -3.4
C -6.2702 -0.9379 -1.5988 1.4 -5.8 3.2
C -7.3282 -1.8389 -2.1728 5.5 -0.5 -4.1
H -0.7622 1.2401 -2.2068 1.1 -0.1 -0.6
H -1.2542 1.0811 -0.6298 -0.4 0.4 1.6
H -2.1842 2.1061 -1.9898 0.4 -0.6 1.6
H -1.8742 -0.8099 -1.8858 2.9 -5.2 3.3
H -2.2612 -0.3109 -3.1388 -0.8 0.9 -3.0
H -4.2332 0.9651 -1.8758 -0.5 0.2 -0.9
H -3.8852 0.1401 -0.6518 0.4 -0.1 5.2
H -4.4782 -2.0639 -1.7868 -0.3 0.6 -0.3
H -4.7532 -0.9689 -3.2318 -0.7 -0.6 1.9
H -6.6472 -0.0879 -1.5268 -2.5 8.3 -0.3
H -6.2712 -1.1439 -0.4218 0.2 -0.1 -2.0
H -8.2852 -1.6469 -2.1628 -4.9 1.4 1.1
H -7.0172 -2.6939 -1.7518 -0.2 -3.9 1.6
H -7.1762 -2.1079 -3.2818 0.2 0.9 1.1
C -1.2132 -7.4319 -4.1208 0.5 -3.6 1.3
C -0.6182 -7.1379 -2.7698 -3.3 0.2 1.6
C -0.4192 -5.5959 -2.5678 -1.8 -0.8 0.6
C -0.4202 -5.1609 -1.1298 4.4 -0.2 0.3
C -0.2202 -3.6809 -0.8428 0.3 0.3 -1.6
C 0.1028 -3.3449 0.6192 -1.2 2.4 -4.9
H -1.5312 -8.4899 -4.1328 0.1 -0.1 0.4
H -0.6412 -7.4919 -4.9808 1.5 1.1 -1.7
H -2.1392 -7.0069 -4.2248 -2.0 1.9 -0.6
H 0.1918 -7.7489 -2.4468 1.2 -0.2 -0.3
H -1.5032 -7.6639 -2.0688 2.1 2.1 -1.1
H -1.2552 -5.0249 -2.9908 -0.1 -0.4 -0.5
H 0.4338 -5.2379 -3.0648 1.4 0.2 -0.8
H 0.4468 -5.6769 -0.6318 -0.7 0.1 -0.2
H -1.2712 -5.5449 -0.7338 -2.6 -1.0 1.7
H -1.1962 -3.2679 -0.9108 -1.0 0.9 -1.0
H 0.4158 -3.2899 -1.7308 -0.6 -0.1 1.9
H -0.7142 -3.6479 1.1022 -2.6 -1.2 2.9
H 0.3778 -2.3359 0.7692 -1.2 2.1 -0.1
H 0.9978 -3.6019 0.8462 5.6 -3.7 2.2
C -1.7842 3.9451 2.7722 -2.5 -0.6 2.7
C -1.1872 4.0161 1.4602 0.8 1.0 -0.7
O -0.8422 5.3571 1.1432 1.4 1.9 0.2
H -2.1472 2.8261 3.0802 1.4 2.7 -0.7
H -2.7092 4.5371 2.7722 0.3 0.2 0.7
H -0.9572 4.3711 3.3972 -1.3 -0.5 0.5
H -1.8572 3.8321 0.7132 -1.5 -2.1 -2.1
H -0.4382 3.3081 1.7612 1.8 -0.5 -2.1
H -0.7692 5.7281 0.2012 -0.5 -2.1 1.7
C 2.9178 4.0081 2.5502 -1.8 0.1 -0.1
C 2.0218 4.7821 3.6112 3.6 2.2 -3.8
O 1.6628 3.9521 4.5792 0.2 -1.7 5.4
H 3.3938 4.7191 1.8402 -0.8 -0.4 0.1
H 2.1638 3.3001 2.0402 1.8 0.6 0.4
H 3.8088 3.5361 3.0392 -1.2 -0.1 -0.1
H 1.1068 5.1851 3.3472 -1.7 1.0 -2.4
H 2.6428 5.7121 3.7092 -0.2 -0.7 1.7
H 1.5948 4.4261 5.4532 0.0 -1.0 -1.3
C 0.9928 5.3881 -2.5748 -3.8 -1.0 -1.6
C -0.4702 5.0751 -2.7398 1.5 1.5 -2.2
O -1.1812 5.5491 -1.6558 -3.1 0.3 -0.3
H 1.3718 5.1871 -1.6978 1.5 -1.5 5.0
H 1.0578 6.3631 -2.6608 0.6 5.1 -0.5
H 1.6168 4.9851 -3.2468 1.9 -1.8 -2.9
H -0.5972 4.0541 -2.8698 -0.5 -2.2 -0.3
H -0.8632 5.6131 -3.6678 0.6 -0.8 0.8
H -2.0952 5.5231 -2.0788 1.3 0.4 1.9
C -2.3052 -0.2789 2.4622 3.4 -0.5 1.5
C -0.9282 0.1861 2.7872 1.3 0.5 0.4
O -0.4712 -0.1949 4.0412 -2.8 -1.1 1.1
H -2.3702 -1.1499 3.0152 -0.7 -2.4 0.3
H -2.3052 -0.2689 1.4482 -1.2 -0.3 -2.9
H -2.7542 0.4261 2.9922 -3.7 2.9 1.5
H -0.8372 1.2481 2.6842 -0.2 1.0 -0.1
H -0.2472 -0.1899 2.1132 1.7 -1.1 -2.1
H 0.4388 -0.0359 4.1082 2.1 0.8 0.4
C 3.0618 -1.0429 4.1692 2.4 1.1 2.0
C 3.0018 0.5471 3.9882 1.4 -1.7 0.5
O 1.9228 1.0751 4.6732 -1.7 3.8 -0.7
H 4.0498 -1.6029 4.0192 -0.9 1.5 -0.5
H 2.3728 -1.4559 3.5212 -1.7 -1.2 -1.0
H 2.9118 -1.3389 5.2432 -0.6 0.6 -1.0
H 2.9298 0.8331 2.9242 0.6 -0.2 0.3
H 3.8258 0.9871 4.5392 1.1 -0.1 -0.8
H 1.9188 2.1431 4.4242 -0.3 -3.7 1.3
```
Positions in Å, forces in eV/Å.

Calculated values
**Multiplicity**: 1
**SMILES string**: CCCCCC.CCCCCC.CCCCCC.CCO.CCO.CCO.CCO.CCO
**Charge**: 0
**LUMO energy**: 0.01876 hartree

---

Frontier orbital gap for the records above, in order: 8.7; 9.9 eV
HOMO for the records above, in order: -8.59; -9.35 eV
Relative energy (zero: lowest compared OMol25 entry of this formula, charge and spin) for the records above, in order: 114.5; 10.6 kJ/mol